C5H12NO | the ωB97M-V functional and the def2-TZVPD basis

Properties
Structure (SMILES): CN[C@H](C)CC[O-]
Kohn-Sham gap, eV: 6.13
Relative energy (zero: lowest compared OMol25 entry of this formula, charge and spin), kJ/mol: 82.2
E_HOMO, eV: -2.29
Maximum force, Eh/bohr: 0.0308
DFT total energy, hartree: -327.66475

ORCA input file:
```
! RIJCOSX wB97M-V def2-TZVPD def2/J DEFGRID3
* xyz -1 1
C -2.027 -0.207 -1.554
N -1.256 -0.780 -0.480
C -0.216 0.135 0.052
C 0.828 0.563 -1.003
C 0.469 -0.580 1.208
C 1.489 0.288 2.075
O 2.071 1.356 1.453
H -1.482 -0.033 -2.482
H -2.447 0.757 -1.294
H -2.911 -0.807 -1.828
H -0.787 -1.593 -0.818
H -0.729 1.008 0.414
H 1.651 0.978 -0.401
H 0.480 1.340 -1.633
H 1.045 -0.266 -1.696
H -0.315 -0.940 1.908
H 0.993 -1.425 0.781
H 0.856 0.629 2.935
H 2.285 -0.424 2.363
*
```

Atom charges from the Löwdin analysis, given in e for atoms 1 to 4: atom 1 (C): -0.18, atom 2 (N): -0.11, atom 3 (C): -0.42, atom 4 (C): -0.08